Entry from OMol25: a molecular structure, C23H26CaF5N3OSi in a non-equilibrium geometry (ωB97M-V with the def2-TZVPD basis set).

```
60
Properties=species:S:1:pos:R:3
Ca -0.65 -0.99 -0.17
C 3.07 -2.05 -0.86
C 2.85 -0.72 -1.53
C 3.65 -0.29 -2.58
C 3.42 0.95 -3.14
C 2.39 1.73 -2.64
C 1.61 1.22 -1.62
N 1.85 0.03 -1.06
C 0.42 1.96 -1.08
C 0.01 3.21 -1.51
C -1.16 3.73 -0.98
C -1.88 3.01 -0.04
C -1.39 1.76 0.37
N -0.26 1.30 -0.15
C -2.14 0.78 1.25
C -3.12 1.43 2.20
C -3.40 0.81 3.37
C -2.67 -0.36 3.78
C -1.54 -0.69 3.05
C -0.61 -1.77 3.55
N -1.15 -0.09 1.93
H 3.77 -2.66 -1.42
H 2.13 -2.58 -0.73
H 3.48 -1.88 0.15
H 4.44 -0.93 -2.96
H 4.02 1.30 -3.97
H 2.16 2.68 -3.09
H 0.56 3.75 -2.27
H -1.53 4.69 -1.31
H -2.82 3.39 0.35
H -3.67 2.31 1.90
H -4.19 1.20 4.01
H -2.90 -0.88 4.70
H -1.03 -2.28 4.42
H 0.35 -1.33 3.84
H -0.40 -2.51 2.77
F -0.74 -1.65 -3.15
C -0.13 -0.41 -3.57
F -1.13 0.56 -3.26
C -0.22 -0.50 -5.08
F -1.45 -0.72 -5.62
F 0.57 -1.49 -5.56
F 0.21 0.66 -5.64
C -2.88 -0.11 0.16
H -3.37 0.52 -0.59
H -3.66 -0.68 0.69
C 1.17 -5.61 1.15
Si -0.02 -4.70 -0.02
C -1.73 -5.38 0.41
C 0.40 -5.36 -1.74
O 0.08 -3.13 0.10
H 1.05 -6.70 1.07
H 0.99 -5.32 2.19
H 2.21 -5.37 0.91
H -1.79 -6.47 0.32
H -2.49 -4.94 -0.25
H -1.99 -5.11 1.44
H 0.30 -6.45 -1.81
H 1.43 -5.09 -2.00
H -0.25 -4.90 -2.49
```

Computed properties:
**Highest occupied orbital energy**: -0.01 eV
**Frontier orbital gap**: 0.17800 Ha
**E_tot**: -2598.09406 Eh
**ΔE to the lowest compared entry with this formula, charge and spin**: 12.0 kcal/mol
**Molar mass**: 523.64 g/mol
**Net charge**: -2

Entry from OMol25: a molecular structure, C5H10O2 (ωB97M-V with the def2-TZVPD basis set).

```
17
Properties=species:S:1:pos:R:3
O -1.87 0.69 0.99
C -0.75 1.56 0.89
C 0.48 0.70 0.67
C 0.32 -0.17 -0.56
C 1.49 -1.05 -1.03
O 0.65 -2.21 -1.10
C -0.41 -1.51 -0.43
H -2.64 1.13 0.59
H -0.65 2.16 1.81
H -0.86 2.26 0.05
H 0.65 0.07 1.55
H 1.36 1.36 0.57
H -0.08 0.43 -1.39
H 2.29 -1.17 -0.28
H 1.94 -0.80 -2.00
H -1.37 -1.62 -0.94
H -0.52 -1.85 0.61
```

Computed properties:
**Highest occupied orbital energy**: -9.43 eV
**Frontier orbital gap**: 0.37693 Ha
**E_tot**: -346.93928 Eh
**ΔE to the lowest compared entry with this formula, charge and spin**: 54.1 kcal/mol
**Molar mass**: 102.13 g/mol
**Net charge**: 0

Entry from OMol25: 2 unconnected molecules or ions with the total composition CBrFN2O2 in a non-equilibrium geometry (ωB97M-V with the def2-TZVPD basis set).

```
7
Properties=species:S:1:pos:R:3
C -1.38 0.16 1.97
N -0.38 0.64 1.80
N 1.72 0.12 -0.94
O 1.69 -0.45 -1.93
O 1.92 1.19 -0.60
F 1.57 -0.82 0.26
Br -2.94 -0.76 2.25
```

Computed properties:
**Highest occupied orbital energy**: -11.60 eV
**Frontier orbital gap**: 0.42968 Ha
**E_tot**: -2971.78867 Eh
**ΔE to the lowest compared entry with this formula, charge and spin**: 3.5 kcal/mol
**Molar mass**: 170.93 g/mol
**Net charge**: 0

Entry from OMol25: a molecular structure, C32H28InN8O2 (ωB97M-V with the def2-TZVPD basis set).

```
71
Properties=species:S:1:pos:R:3
In -0.02 -0.45 -0.36
O -1.35 -4.47 0.11
C -0.72 -3.45 -0.12
N -1.15 -2.19 0.05
C -2.41 -2.00 0.72
C -2.37 -0.81 1.64
C -3.44 -0.52 2.49
C -3.34 0.56 3.34
C -2.18 1.32 3.35
C -1.17 0.98 2.47
N -1.28 -0.06 1.63
C 0.72 -3.55 -0.57
C 1.23 -4.80 -0.92
C 2.57 -4.90 -1.23
C 3.36 -3.76 -1.17
C 2.77 -2.57 -0.83
N 1.47 -2.46 -0.54
H -2.64 -2.90 1.31
H -3.24 -1.88 0.01
H -4.33 -1.14 2.47
H -4.15 0.80 4.02
H -2.06 2.17 4.01
H -0.25 1.55 2.42
H 0.56 -5.65 -0.92
H 2.99 -5.86 -1.52
H 4.42 -3.81 -1.39
H 3.36 -1.65 -0.79
C 2.94 -0.75 -3.80
C 3.94 0.17 -3.47
C 3.74 1.03 -2.42
C 2.53 1.00 -1.69
N 1.61 0.04 -1.96
C 1.81 -0.78 -3.01
N 2.36 2.02 -0.78
C 1.19 2.35 -0.35
N 0.02 1.67 -0.54
C -1.04 2.47 -0.20
N -2.29 2.24 -0.37
C -2.80 1.16 -1.07
C -4.18 1.20 -1.31
C -4.77 0.23 -2.09
C -3.97 -0.78 -2.64
C -2.63 -0.78 -2.32
N -2.05 0.14 -1.54
C -0.51 3.71 0.41
C -1.15 4.81 0.93
C -0.35 5.84 1.42
C 1.04 5.76 1.35
C 1.68 4.65 0.80
C 0.88 3.62 0.34
H 3.04 -1.42 -4.63
H 4.85 0.20 -4.04
H 4.47 1.78 -2.14
H 1.03 -1.51 -3.19
H -4.74 2.02 -0.89
H -5.83 0.25 -2.29
H -4.39 -1.54 -3.27
H -1.99 -1.57 -2.69
H -2.23 4.86 0.95
H -0.81 6.72 1.84
H 1.63 6.58 1.73
H 2.76 4.60 0.73
C 1.76 -2.06 2.77
C 1.84 -0.55 2.71
O 1.70 -0.03 1.37
H 1.89 -2.39 3.80
H 2.56 -2.51 2.17
H 0.80 -2.41 2.40
H 2.79 -0.19 3.12
H 1.04 -0.11 3.29
H 2.49 -0.25 0.88
```

Computed properties:
**Highest occupied orbital energy**: -10.86 eV
**Frontier orbital gap**: 0.27685 Ha
**E_tot**: -2014.82224 Eh
**Molar mass**: 671.45 g/mol
**Net charge**: +1

Entry from OMol25: C2H4NP in the gas phase in a non-equilibrium geometry (ωB97M-V with the def2-TZVPD basis set).

```
8
Properties=species:S:1:pos:R:3
C 1.34 0.28 -0.48
C 0.26 0.80 0.09
N -2.05 -1.14 0.76
P -0.72 -0.47 1.20
H 1.52 -0.82 -0.16
H 2.06 0.64 -1.30
H -0.02 1.77 0.04
H -2.40 -1.05 -0.13
```

Computed properties:
**Highest occupied orbital energy**: -9.09 eV
**Frontier orbital gap**: 0.32676 Ha
**E_tot**: -474.62153 Eh
**ΔE to the lowest compared entry with this formula, charge and spin**: 32.7 kcal/mol
**Molar mass**: 73.03 g/mol
**Net charge**: 0

Entry from OMol25: a molecular structure, C13H49CaN20O12 in a non-equilibrium geometry (ωB97M-V with the def2-TZVPD basis set).

```
95
Properties=species:S:1:pos:R:3
Ca 4.92 26.24 -7.59
C 1.82 25.44 -9.88
C 3.20 25.52 -10.51
O 4.30 26.15 -9.85
H 1.29 24.63 -10.37
H 1.27 26.38 -9.98
H 1.97 25.13 -8.84
H 3.06 25.73 -11.57
H 3.42 24.46 -10.58
C 5.93 29.71 -7.71
O 6.08 28.51 -7.00
H 5.77 29.51 -8.76
H 5.00 30.19 -7.41
H 6.69 30.44 -7.39
H 6.51 28.74 -6.17
C 2.10 28.07 -3.97
O 1.18 27.63 -4.65
N 3.25 28.40 -4.50
N 1.95 28.39 -2.72
H 3.91 28.77 -3.83
H 3.42 28.32 -5.49
H 2.69 28.84 -2.20
H 1.08 28.21 -2.25
C 9.88 27.06 -3.61
O 10.28 26.19 -2.89
N 9.27 26.83 -4.67
N 10.09 28.30 -3.42
H 9.14 27.67 -5.21
H 8.91 25.90 -4.83
H 10.39 28.54 -2.49
H 10.00 29.02 -4.13
C 5.54 22.87 -8.18
O 5.45 23.91 -7.51
N 5.43 21.62 -7.88
N 5.77 23.08 -9.41
H 5.15 21.28 -6.97
H 5.81 21.03 -8.60
H 5.66 24.05 -9.66
H 5.85 22.34 -10.11
C 10.13 29.48 -7.01
O 9.35 29.43 -6.08
N 10.15 28.62 -7.92
N 11.09 30.29 -7.22
H 9.48 27.88 -7.79
H 10.79 28.67 -8.70
H 11.46 30.32 -8.16
H 11.26 31.03 -6.56
C 5.50 25.82 -4.24
O 5.59 25.81 -5.46
N 5.72 26.94 -3.61
N 5.10 24.80 -3.51
H 5.90 27.79 -4.14
H 5.75 27.11 -2.61
H 5.03 23.87 -3.89
H 4.85 25.08 -2.57
C 2.26 28.48 -7.73
O 3.17 27.84 -7.23
N 2.33 28.76 -8.98
N 1.11 28.86 -7.16
H 1.55 28.88 -9.62
H 3.10 28.30 -9.43
H 0.33 29.11 -7.75
H 0.97 28.42 -6.26
C 2.09 24.65 -6.09
O 3.07 25.36 -6.47
N 2.12 23.34 -5.94
N 0.88 25.14 -5.64
H 2.91 22.83 -6.31
H 1.29 22.80 -5.78
H 0.20 24.50 -5.26
H 0.88 26.11 -5.34
C 8.28 25.36 -7.99
O 7.24 25.96 -8.23
N 8.38 24.51 -7.04
N 9.38 25.49 -8.59
H 9.25 24.02 -6.89
H 7.59 24.49 -6.41
H 10.16 25.27 -7.99
H 9.55 25.93 -9.48
C 7.41 27.34 -11.56
O 8.45 27.67 -12.04
N 6.93 26.19 -11.28
N 6.46 28.12 -11.28
H 5.97 26.09 -10.98
H 7.52 25.37 -11.29
H 5.61 27.71 -10.92
H 6.58 29.11 -11.40
C 6.54 30.95 -4.43
O 6.54 29.69 -4.49
N 7.54 31.68 -4.86
N 5.63 31.73 -3.90
H 7.42 32.68 -4.92
H 8.11 31.12 -5.48
H 4.83 31.38 -3.39
H 5.88 32.70 -3.82
```

Computed properties:
**Highest occupied orbital energy**: -10.16 eV
**Frontier orbital gap**: 0.30333 Ha
**E_tot**: -3200.58049 Eh
**ΔE to the lowest compared entry with this formula, charge and spin**: 0.0 kcal/mol
**Molar mass**: 717.74 g/mol
**Net charge**: +1

Copy entry 3 word for word.
Entry from OMol25: 2 unconnected molecules or ions with the total composition CBrFN2O2 in a non-equilibrium geometry (ωB97M-V with the def2-TZVPD basis set).

```
7
Properties=species:S:1:pos:R:3
C -1.38 0.16 1.97
N -0.38 0.64 1.80
N 1.72 0.12 -0.94
O 1.69 -0.45 -1.93
O 1.92 1.19 -0.60
F 1.57 -0.82 0.26
Br -2.94 -0.76 2.25
```

Computed properties:
**Highest occupied orbital energy**: -11.60 eV
**Frontier orbital gap**: 0.42968 Ha
**E_tot**: -2971.78867 Eh
**ΔE to the lowest compared entry with this formula, charge and spin**: 3.5 kcal/mol
**Molar mass**: 170.93 g/mol
**Net charge**: 0

Q: Look up the E_tot of the sixth one.
A: -3200.58049 Eh

What did the third record say?
Entry from OMol25: 2 unconnected molecules or ions with the total composition CBrFN2O2 in a non-equilibrium geometry (ωB97M-V with the def2-TZVPD basis set).

```
7
Properties=species:S:1:pos:R:3
C -1.38 0.16 1.97
N -0.38 0.64 1.80
N 1.72 0.12 -0.94
O 1.69 -0.45 -1.93
O 1.92 1.19 -0.60
F 1.57 -0.82 0.26
Br -2.94 -0.76 2.25
```

Computed properties:
**Highest occupied orbital energy**: -11.60 eV
**Frontier orbital gap**: 0.42968 Ha
**E_tot**: -2971.78867 Eh
**ΔE to the lowest compared entry with this formula, charge and spin**: 3.5 kcal/mol
**Molar mass**: 170.93 g/mol
**Net charge**: 0

Q: What is the formula in the sixth record?
A: C13H49CaN20O12